Entry from the Open Molecules 2025 dataset: C43H58Cl2MnN2O4PSe as an isolated structure (wB97M-V/def2-TZVPD).

```
! wB97M-V def2-TZVPD RIJCOSX def2/J DEFGRID3
* xyz -1 6
Mn 0.410 0.673 0.445
C 6.098 -4.861 2.590
C 5.005 -4.834 1.520
C 4.094 -6.050 1.741
C 5.683 -4.960 0.147
C 4.179 -3.551 1.568
C 3.154 -3.355 0.655
C 2.393 -2.197 0.650
Se 0.958 -2.075 -0.631
C 1.893 -1.269 -2.104
C 2.479 -2.119 -3.030
C 3.202 -1.618 -4.100
C 3.281 -0.229 -4.194
C 2.700 0.661 -3.306
C 1.977 0.142 -2.187
O 1.439 0.908 -1.298
C 2.908 2.159 -3.589
C 4.413 2.475 -3.521
C 2.393 2.484 -5.003
C 2.202 3.126 -2.632
C 3.902 -2.495 -5.133
C 3.692 -3.984 -4.858
C 3.360 -2.188 -6.536
C 5.413 -2.216 -5.106
C 2.620 -1.147 1.575
O 1.933 -0.054 1.566
C 3.648 -1.362 2.544
C 4.387 -2.534 2.502
C 3.899 -0.291 3.607
C 5.019 -0.689 4.575
C 2.627 -0.075 4.443
C 4.314 1.031 2.944
H 6.667 -5.790 2.509
H 6.794 -4.028 2.471
H 5.676 -4.812 3.595
H 4.670 -6.979 1.685
H 3.618 -5.996 2.722
H 3.306 -6.094 0.989
H 6.290 -5.869 0.098
H 4.945 -5.002 -0.656
H 6.328 -4.100 -0.041
H 2.928 -4.114 -0.087
H 2.364 -3.185 -2.882
H 3.844 0.187 -5.023
H 4.982 1.904 -4.258
H 4.586 3.538 -3.708
H 4.805 2.232 -2.532
H 2.920 1.923 -5.775
H 1.330 2.245 -5.082
H 2.522 3.549 -5.214
H 2.546 3.011 -1.608
H 2.415 4.147 -2.965
H 1.123 2.978 -2.633
H 2.633 -4.249 -4.885
H 4.208 -4.575 -5.618
H 4.089 -4.269 -3.882
H 2.283 -2.366 -6.576
H 3.535 -1.147 -6.809
H 3.845 -2.820 -7.285
H 5.817 -2.406 -4.111
H 5.937 -2.855 -5.823
H 5.627 -1.177 -5.360
H 5.168 -2.667 3.236
H 4.783 -1.608 5.116
H 5.972 -0.826 4.061
H 5.150 0.107 5.312
H 2.326 -1.012 4.922
H 2.817 0.663 5.228
H 1.810 0.279 3.819
H 5.225 0.891 2.358
H 3.529 1.396 2.286
H 4.513 1.786 3.710
Cl -2.415 7.554 0.037
C -1.712 6.020 0.472
C -0.920 5.943 1.626
C -0.348 4.753 1.988
Cl 0.627 4.669 3.416
C -0.504 3.544 1.226
O 0.078 2.481 1.583
C -1.359 3.669 0.079
C -1.708 2.536 -0.718
O -1.398 1.358 -0.518
C -1.930 4.906 -0.285
H -0.759 6.825 2.231
H -2.343 2.760 -1.590
H -2.552 4.958 -1.170
C -4.003 -2.403 -2.593
P -2.718 -1.752 -1.434
C -3.826 -0.781 -0.331
C -2.544 -3.254 -0.379
H -4.854 -2.841 -2.063
H -3.560 -3.164 -3.237
H -4.363 -1.597 -3.233
H -4.635 -1.396 0.074
H -4.256 0.052 -0.891
H -3.243 -0.362 0.489
H -3.517 -3.656 -0.084
H -1.977 -3.002 0.518
H -1.982 -4.019 -0.917
N -2.873 -2.074 5.461
C -2.178 -1.511 4.407
C -2.414 -0.197 4.002
C -1.719 0.306 2.921
N -0.826 -0.398 2.225
C -0.595 -1.650 2.619
C -1.238 -2.246 3.685
H -3.275 -1.428 6.119
H -2.444 -2.875 5.894
H -3.124 0.428 4.530
H -1.865 1.330 2.600
H 0.163 -2.193 2.066
H -1.000 -3.267 3.956
*
```

Calculated values
* relative energy (zero: lowest compared OMol25 entry of this formula, charge and spin): 0.0 kJ/mol
* <S²>: 8.7539
* orbital gap (alpha / beta): 6.608 / 6.542 eV

natural (NBO) population analysis, charges in e, atoms 1 to 2: 1.525 -0.603